Formula: C43H86O31
Source: the Open Molecules 2025 dataset
Level of theory: ωB97M-V/def2-TZVPD

Last columns: bonded neighbours and bond lengths (Å).
Cartesian coordinates (Å):
1 C 0.987 3.156 1.690  O2 1.415, H7 1.084, H8 1.078, H9 1.083
2 O 1.082 4.142 0.679  C1 1.415, C3 1.317
3 C 1.469 5.328 1.100  O2 1.317, O4 1.218, O5 1.350
4 O 1.691 5.610 2.264  C3 1.218
5 O 1.492 6.265 0.128  C3 1.350, C6 1.422
6 C 1.865 7.585 0.502  O5 1.422, H10 1.074, H11 1.068, H12 1.077
7 H 0.706 2.243 1.177  C1 1.084
8 H 0.223 3.477 2.379  C1 1.078
9 H 1.936 3.111 2.210  C1 1.083
10 H 0.964 8.006 0.906  C6 1.074
11 H 2.123 8.041 -0.429  C6 1.068
12 H 2.615 7.454 1.263  C6 1.077
13 C -0.518 -6.138 -1.279  O14 1.438, H19 1.079, H20 1.092, H21 1.088
14 O -1.747 -5.640 -0.723  C13 1.438, C15 1.329
15 C -2.337 -4.735 -1.497  O14 1.329, O16 1.231, O17 1.327
16 O -1.858 -4.330 -2.556  C15 1.231
17 O -3.474 -4.271 -0.994  C15 1.327, C18 1.451
18 C -4.138 -3.338 -1.885  O17 1.451, H22 1.077, H23 1.081, H24 1.086
19 H 0.190 -5.334 -1.404  C13 1.079
20 H -0.698 -6.643 -2.230  C13 1.092
21 H -0.195 -6.885 -0.557  C13 1.088
22 H -4.514 -3.906 -2.720  C18 1.077
23 H -3.421 -2.670 -2.342  C18 1.081
24 H -4.983 -2.891 -1.370  C18 1.086
25 C -1.922 -4.125 3.526  O26 1.405, H31 1.073, H32 1.082, H33 1.086
26 O -2.485 -3.156 4.374  C25 1.405, C27 1.338
27 C -1.578 -2.485 5.094  O26 1.338, O28 1.219, O29 1.334
28 O -0.389 -2.745 5.039  C27 1.219
29 O -2.094 -1.662 6.007  C27 1.334, C30 1.397
30 C -1.095 -0.982 6.709  O29 1.397, H34 1.087, H35 1.073, H36 1.079
31 H -1.068 -3.695 3.039  C25 1.073
32 H -2.739 -4.496 2.921  C25 1.082
33 H -1.589 -4.898 4.213  C25 1.086
34 H -0.565 -0.373 5.982  C30 1.087
35 H -0.385 -1.674 7.118  C30 1.073
36 H -1.595 -0.373 7.445  C30 1.079
37 C -2.243 2.767 6.458  O38 1.444, H43 1.080, H44 1.084, H45 1.089
38 O -2.888 1.825 5.574  C37 1.444, C39 1.313
39 C -2.284 1.624 4.426  O38 1.313, O40 1.244, O41 1.328
40 O -1.186 2.113 4.103  C39 1.244
41 O -2.937 0.794 3.622  C39 1.328, C42 1.422
42 C -2.176 0.509 2.455  O41 1.422, H46 1.074, H47 1.085, H48 1.085
43 H -2.033 3.683 5.926  C37 1.080
44 H -1.308 2.371 6.838  C37 1.084
45 H -2.981 2.836 7.256  C37 1.089
46 H -2.689 -0.208 1.843  C42 1.074
47 H -1.183 0.186 2.748  C42 1.085
48 H -1.958 1.389 1.859  C42 1.085
49 C 4.122 -4.332 -2.267  O50 1.428, H55 1.085, H56 1.081, H57 1.089
50 O 3.454 -3.870 -3.441  C49 1.428, C51 1.308
51 C 2.214 -3.488 -3.273  O50 1.308, O52 1.219, O53 1.336
52 O 1.628 -3.582 -2.208  C51 1.219
53 O 1.662 -2.974 -4.375  C51 1.336, C54 1.398
54 C 0.359 -2.476 -4.287  O53 1.398, H58 1.082, H59 1.080, H60 1.094
55 H 5.158 -4.433 -2.577  C49 1.085
56 H 3.774 -5.305 -1.949  C49 1.081
57 H 3.915 -3.593 -1.495  C49 1.089
58 H -0.192 -3.021 -3.532  C54 1.082
59 H -0.062 -2.698 -5.256  C54 1.080
60 H 0.341 -1.391 -4.143  C54 1.094
61 C 6.618 3.179 4.077  O62 1.433, H67 1.082, H68 1.067, H69 1.073
62 O 5.366 2.598 3.691  C61 1.433, C63 1.323
63 C 5.421 2.132 2.454  O62 1.323, O64 1.208, O65 1.342
64 O 6.412 2.076 1.767  C63 1.208
65 O 4.202 1.737 2.055  C63 1.342, C66 1.434
66 C 4.245 1.150 0.747  O65 1.434, H70 1.102, H71 1.079, H72 1.091
67 H 6.807 4.031 3.439  C61 1.082
68 H 7.402 2.459 4.162  C61 1.067
69 H 6.528 3.702 5.009  C61 1.073
70 H 4.425 1.965 0.027  C66 1.102
71 H 3.283 0.711 0.535  C66 1.079
72 H 5.019 0.384 0.691  C66 1.091
73 C 1.572 1.968 -6.614  O74 1.398, H79 1.079, H80 1.097, H81 1.079
74 O 1.286 1.767 -5.260  C73 1.398, C75 1.309
75 C 2.262 1.261 -4.551  O74 1.309, O76 1.211, O77 1.323
76 O 3.385 1.117 -4.982  C75 1.211
77 O 1.942 1.016 -3.291  C75 1.323, C78 1.397
78 C 3.046 0.597 -2.544  O77 1.397, H82 1.082, H83 1.089, H84 1.087
79 H 0.683 2.315 -7.118  C73 1.079
80 H 2.003 1.092 -7.113  C73 1.097
81 H 2.366 2.698 -6.582  C73 1.079
82 H 3.352 -0.346 -2.976  C78 1.082
83 H 2.642 0.353 -1.562  C78 1.089
84 H 3.894 1.276 -2.513  C78 1.087
85 C -5.644 0.972 -0.263  O86 1.414, H91 1.067, H92 1.084, H93 1.090
86 O -5.691 1.108 -1.670  C85 1.414, C87 1.337
87 C -6.177 0.078 -2.369  O86 1.337, O88 1.205, O89 1.342
88 O -6.763 -0.810 -1.804  C87 1.205
89 O -6.086 0.104 -3.708  C87 1.342, C90 1.386
90 C -6.620 -0.955 -4.424  O89 1.386, H94 1.099, H95 1.098, H96 1.076
91 H -5.123 1.821 0.121  C85 1.067
92 H -5.115 0.042 -0.087  C85 1.084
93 H -6.669 0.804 0.066  C85 1.090
94 H -7.717 -0.935 -4.368  C90 1.099
95 H -6.167 -1.917 -4.149  C90 1.098
96 H -6.308 -0.718 -5.426  C90 1.076
97 C 2.139 -0.434 4.556  O98 1.375, H103 1.084, H104 1.078, H105 1.087
98 O 2.171 0.915 4.819  C97 1.375, C99 1.308
99 C 2.021 1.234 6.079  O98 1.308, O100 1.236, O101 1.365
100 O 1.884 0.302 6.879  C99 1.236
101 O 1.982 2.594 6.183  C99 1.365, C102 1.442
102 C 2.157 3.468 5.050  O101 1.442, H106 1.069, H107 1.083, H108 1.077
103 H 3.019 -0.941 4.934  C97 1.084
104 H 2.182 -0.514 3.482  C97 1.078
105 H 1.201 -0.881 4.877  C97 1.087
106 H 2.525 4.393 5.438  C102 1.069
107 H 1.210 3.554 4.534  C102 1.083
108 H 2.887 2.974 4.429  C102 1.077
109 C 3.236 -3.950 2.148  C110 1.535, C113 1.562, H114 1.086, H115 1.087
110 C 2.615 -4.902 1.115  C109 1.535, C111 1.551, H116 1.081, H117 1.090
111 C 1.602 -5.755 1.921  C110 1.551, O112 1.413, H118 1.103, H119 1.105
112 O 1.990 -5.558 3.265  C111 1.413, C113 1.413
113 C 2.306 -4.186 3.381  C109 1.562, O112 1.413, H120 1.095, H121 1.110
114 H 3.261 -2.927 1.785  C109 1.086
115 H 4.261 -4.252 2.350  C109 1.087
116 H 3.391 -5.481 0.635  C110 1.081
117 H 2.141 -4.327 0.320  C110 1.090
118 H 1.534 -6.844 1.759  C111 1.103
119 H 0.587 -5.329 1.825  C111 1.105
120 H 2.747 -4.068 4.376  C113 1.095
121 H 1.384 -3.572 3.316  C113 1.110
122 C -1.502 5.420 -1.811  C123 1.564, C126 1.565, H127 1.082, H128 1.086
123 C -0.480 5.575 -2.985  C122 1.564, C124 1.576, H129 1.092, H130 1.084
124 C -0.291 4.074 -3.428  C123 1.576, O125 1.426, H131 1.090, H132 1.112
125 O -0.462 3.318 -2.231  C124 1.426, C126 1.431
126 C -1.638 3.872 -1.632  C122 1.565, O125 1.431, H133 1.099, H134 1.098
127 H -2.434 5.968 -1.869  C122 1.082
128 H -1.050 5.749 -0.879  C122 1.086
129 H 0.455 6.038 -2.664  C123 1.092
130 H -0.845 6.175 -3.811  C123 1.084
131 H 0.705 3.818 -3.789  C124 1.090
132 H -1.051 3.717 -4.157  C124 1.112
133 H -1.676 3.597 -0.568  C126 1.099
134 H -2.563 3.480 -2.074  C126 1.098
135 C -1.298 -1.246 -0.771  C136 1.533, C139 1.501, H140 1.097, H141 1.081
136 C -0.623 -2.262 0.157  C135 1.533, C137 1.566, H142 1.084, H143 1.081
137 C 0.571 -1.407 0.699  C136 1.566, O138 1.400, H144 1.096, H145 1.094
138 O 0.297 -0.090 0.310  C137 1.400, C139 1.468
139 C -0.233 -0.227 -1.052  C135 1.501, O138 1.468, H146 1.076, H147 1.095
140 H -1.975 -0.668 -0.129  C135 1.097
141 H -1.879 -1.558 -1.627  C135 1.081
142 H -0.241 -3.144 -0.346  C136 1.084
143 H -1.231 -2.496 1.020  C136 1.081
144 H 1.550 -1.673 0.286  C137 1.096
145 H 0.654 -1.305 1.785  C137 1.094
146 H 0.616 -0.465 -1.668  C139 1.076
147 H -0.592 0.769 -1.333  C139 1.095
148 C -2.731 -0.301 -4.528  C149 1.557, C152 1.505, H153 1.097, H154 1.086
149 C -3.069 -0.417 -6.043  C148 1.557, C150 1.546, H155 1.089, H156 1.080
150 C -1.882 0.400 -6.601  C149 1.546, O151 1.423, H157 1.094, H158 1.103
151 O -1.712 1.483 -5.694  C150 1.423, C152 1.442
152 C -2.295 1.135 -4.422  C148 1.505, O151 1.442, H159 1.094, H160 1.100
153 H -1.880 -0.978 -4.380  C148 1.097
154 H -3.530 -0.622 -3.865  C148 1.086
155 H -4.048 -0.109 -6.407  C149 1.089
156 H -2.972 -1.444 -6.365  C149 1.080
157 H -2.032 0.868 -7.578  C150 1.094
158 H -0.981 -0.232 -6.663  C150 1.103
159 H -3.104 1.851 -4.245  C152 1.094
160 H -1.526 1.293 -3.651  C152 1.100

Computed properties:
DFT total energy in eV: -109454.742
2S+1: 1
Max |F| in eV Å⁻¹: 3.67
E_LUMO in eV: 0.50
Energy above the lowest of the compared OMol25 structures with the same formula, charge and spin in kJ/mol: 39.1

Löwdin population analysis, charges in e, atoms 1 to 4: -0.02, 0.01, -0.59, 0.10